15
Properties=species:S:1:pos:R:3:lowdin_charge:R:1 method="wB97M-V/def2-TZVPD" homo_lumo_gap_ha=0.3251 homo_energy_ev=-8.14 energy_ha=-358.85865 e_above_lowest_kj_mol=419.4
H 2.80809 -1.42116 0.08132 0.03
H -0.07161 -1.45326 0.98100 0.10
H -3.57900 -1.78029 -0.14077 0.04
C -2.84518 -0.97226 -0.12777 0.09
H -1.90270 2.13952 -0.03258 0.09
H -0.22871 -1.33527 -0.65013 0.10
N 0.84886 0.13310 0.12331 -0.18
C -0.02766 1.16028 0.04047 -0.09
N 0.45721 -1.23294 0.13079 0.09
C -2.19969 0.06454 -0.05046 -0.21
H 0.46933 2.10903 -0.03136 0.11
C -1.41775 1.19811 0.06678 -0.12
N 3.15797 -0.48208 -0.14483 0.09
H 2.31343 1.47361 -0.19984 0.11
C 2.21739 0.39906 -0.04592 -0.24



76
Properties=species:S:1:pos:R:3:lowdin_charge:R:1 method="wB97M-V/def2-TZVPD" homo_lumo_gap_ha=0.1857 homo_energy_ev=-3.29 energy_ha=-3908.46378 total_charge=-1 e_above_lowest_kj_mol=0.0
H -3.71558 4.42335 2.09827 0.10
H 3.65958 -2.83615 3.93372 0.11
C -2.21510 2.04238 1.32780 -0.29
H -2.27512 1.65575 7.84077 0.09
Cl 2.21071 2.00586 1.11531 0.95
N 1.00565 -2.56374 -0.93152 0.22
H -3.13029 -3.18537 -5.54467 0.09
N -2.00530 2.04394 2.64900 0.21
H 4.00532 1.46843 -4.28366 0.11
H 2.31861 -0.25857 -2.64880 0.10
C -1.96219 1.62979 5.72960 -0.02
H -5.57827 4.59563 -1.78085 0.09
N -0.79468 -0.99190 -0.86677 0.05
C -0.26878 -0.57724 6.25665 -0.02
H 0.16977 -4.43644 -3.08305 0.11
H 1.65494 3.17157 -4.35723 0.08
C 1.57396 -1.75190 0.11768 -0.55
C 2.86241 -2.30236 0.67636 -0.07
C 1.40956 -1.81933 2.40041 -0.30
H 3.12419 1.90033 -5.73650 0.10
C -1.47147 -3.93071 -4.40496 -0.09
C -0.46617 -0.10700 4.96180 -0.11
C 0.06543 -0.55274 3.68105 -0.26
C -4.70970 4.62326 0.20536 -0.11
C 2.73475 -2.37441 2.05117 -0.09
N -0.44561 0.18535 2.68845 0.08
C -1.29610 1.15517 3.25986 -0.27
H -1.34051 -4.79527 -5.04384 0.09
O 2.48585 3.29245 1.70479 -0.41
C -3.29723 2.39768 -0.62775 -0.12
C -1.76875 1.16772 7.01666 -0.09
H -3.47367 -1.17850 -4.09563 0.11
C 4.95122 -3.19219 2.23675 -0.09
C -0.84376 -2.62842 -2.52655 -0.12
O 2.28394 0.94146 2.12226 -0.43
Ti 0.09362 0.15430 0.59350 1.14
C -2.69162 -1.89734 -3.88819 -0.01
C 2.47794 0.02201 -4.83403 -0.24
C -1.79827 -0.67194 -1.76386 -0.31
H -2.61046 2.46977 5.51727 0.11
C -0.92876 0.07125 7.28330 -0.10
C 1.70310 -0.24018 -3.55186 -0.32
H 6.01487 -3.42915 0.38941 0.09
C -2.49064 1.23769 -0.71848 -0.27
C -3.12242 2.90836 0.66886 -0.11
H 3.27228 -0.71024 -4.97734 0.11
C 3.01722 1.46471 -4.74355 -0.22
H -4.33360 2.59115 -2.52086 0.10
H 5.78456 -3.53948 2.83470 0.09
H 0.38583 -1.41921 6.44163 0.11
S 0.64503 1.21587 -3.41065 0.96
C -1.29072 0.97742 4.69733 -0.10
H 1.08433 -1.13651 -3.57975 0.08
C 5.08065 -3.12780 0.84763 -0.08
H -0.79980 -0.26316 8.30507 0.09
H -5.27452 5.49851 0.50439 0.09
C 4.03412 -2.67973 0.04946 -0.01
H 4.12643 -2.63417 -1.02827 0.11
N -2.54781 0.36150 -1.77251 0.20
C -1.84985 -1.72585 -2.80412 -0.10
O 1.66338 -0.39360 -0.29201 -0.23
H 2.45650 2.55807 -2.90349 0.09
O 0.37678 1.49155 -1.97222 -0.53
C -0.11398 -2.11032 -1.34194 -0.31
C -0.62877 -3.74331 -3.31527 -0.02
N -1.80931 1.04950 0.43658 0.06
C 3.77111 -2.80875 2.85762 -0.01
C -4.19718 2.99744 -1.52666 -0.03
O 0.67034 2.01527 0.74800 -0.52
C -4.88544 4.10599 -1.10688 -0.11
H 1.80393 -0.06591 -5.69060 0.11
N 0.69447 -1.63913 1.28535 0.06
C 2.04340 2.27738 -3.87426 -0.31
C -3.84795 4.03664 1.09600 -0.03
C -2.48939 -3.01640 -4.68805 -0.09
N 1.05298 -1.47007 3.60682 0.19



21
Properties=species:S:1:pos:R:3:lowdin_charge:R:1 method="wB97M-V/def2-TZVPD" homo_lumo_gap_ha=0.3131 homo_energy_ev=-13.54 energy_ha=-1608.46539 total_charge=+1
C 1.49020 -0.53780 0.52145 -0.25
C 0.57365 -1.80555 0.83923 -0.07
H 0.40686 -0.36119 -1.43780 0.10
H 0.78059 -2.66177 0.17279 0.10
O -3.11066 -1.00758 -1.91918 0.14
O 0.68954 3.60118 -0.71363 -0.35
H -0.50118 -1.52994 0.83722 0.06
H -1.80964 0.20635 0.85401 0.11
O -2.06539 0.65232 -1.14999 -0.12
S 0.17573 2.24512 -1.00165 1.06
H -2.74976 1.70381 0.49133 0.15
C -1.86945 1.10032 0.19757 -0.25
Na 0.73467 -0.47837 3.08372 0.79
N -2.39835 -0.70230 -1.05672 -0.04
H 0.84656 -2.19188 1.88286 0.07
Cl 2.67186 -0.92175 -1.88609 0.69
O 1.59984 1.33478 -1.04019 -0.34
H 1.28220 0.35044 1.21141 0.09
H 2.55848 -0.79063 0.67239 0.10
C 1.35904 -0.05484 -0.97050 -0.74
O -0.66479 1.84928 0.41179 -0.31



114
Properties=species:S:1:pos:R:3:lowdin_charge:R:1 method="wB97M-V/def2-TZVPD" smiles="CCCCO[Si@@](CCC)(O[Si@@](Cl)(CCN)CB(O)O)P(O)(O)=S.CCO.CCO.CCO.CCO.CCO.CCO.CCO" homo_lumo_gap_ha=0.3237 homo_energy_ev=-8.51 energy_ha=-3793.22723
C 2.01734 -0.80894 5.17712 -0.28
H 1.11873 2.15362 5.61761 0.10
C -3.16305 1.26429 -3.22705 -0.32
H 2.15511 0.06744 5.80961 0.08
C -4.24844 2.19923 -2.72875 -0.09
H -1.32422 -3.50828 -1.50637 0.08
H 2.89137 0.19992 -9.51219 0.07
C -2.73342 -1.85237 -5.84107 -0.32
H 1.28146 6.30309 -7.48272 0.07
H -3.45245 -4.93325 8.06832 0.11
C -2.37625 -1.07443 0.46929 -0.24
P 1.30400 2.68747 2.56084 0.13
H 1.59286 2.26531 -9.00574 0.07
C -3.75072 -3.88080 8.00672 -0.32
N -1.56369 -3.17982 -0.58003 -0.02
H -5.85394 -4.28977 8.29652 0.07
C -1.81749 -1.76179 -7.04478 -0.09
C 2.12775 6.87772 -7.86023 -0.09
H -3.57897 -2.51222 -0.59143 0.10
S 3.04756 3.15791 3.21722 0.26
C -2.39451 0.03906 7.02985 -0.11
H 4.83023 1.02809 8.00715 0.08
O 2.77014 -0.65224 8.46003 -0.09
O 1.81683 -3.41051 0.34046 0.15
H -0.06003 -1.52818 5.21226 0.03
H -2.41522 2.07944 6.37432 0.11
H 1.32626 -1.87015 -8.54791 0.09
H -2.28658 1.89022 8.11263 0.10
C 1.09089 -2.58354 -9.33460 -0.32
H 2.85320 1.04780 9.53060 0.11
H -2.29704 1.29574 -2.56429 0.11
H 3.48566 -0.36161 10.38437 0.11
C 3.12003 1.23792 -7.87813 -0.31
H -3.84152 -3.62288 6.95197 0.11
H 0.99148 1.40606 -7.58609 0.07
H -2.69719 -2.85933 -5.40954 0.11
H -3.89210 3.23011 -2.69890 0.07
H -2.11669 -2.45632 -7.83051 0.07
H 4.24656 6.62683 -8.18413 0.11
H 2.05100 -1.45351 -10.89460 0.07
H 3.08866 5.07602 -9.48850 0.08
H -4.97977 -3.90888 9.78426 0.07
H 2.95435 -1.36903 5.25056 0.10
H -4.33487 -0.17353 -3.84464 0.08
H -0.42080 2.98830 5.35190 0.12
Si 0.45373 0.71507 3.34076 0.31
H -4.40286 -2.11310 -6.82813 0.08
O -0.23883 -2.28442 -9.75866 -0.09
H 1.14882 -2.76174 5.60808 0.07
H -2.51250 -1.63080 -1.63212 0.08
C 0.89449 -1.70545 5.70451 -0.11
C 1.90268 -0.40299 3.69031 -0.23
C 3.45767 0.14848 9.41529 -0.32
H -2.43646 -1.15021 -5.06598 0.09
O 3.26517 -1.56038 0.49294 0.13
H 2.79940 0.17805 3.44105 0.05
H -0.78834 -1.99497 -6.76835 0.07
H 3.33992 0.97300 -6.84438 0.11
H 3.94519 1.85174 -8.25176 0.11
H 2.23703 7.77821 -7.25437 0.07
O -3.58407 -0.09393 -3.24401 -0.10
H -2.57009 -0.05860 0.11355 0.07
H -0.06605 2.45434 7.69984 0.11
H 0.73798 -1.51600 6.76802 0.06
C 3.39348 6.04326 -7.82230 -0.32
O -2.71566 -3.04695 8.51335 -0.09
H 0.32995 -1.33860 -0.89105 0.08
H -3.09509 -1.25784 1.27386 0.08
Si -0.69153 -1.13070 1.26485 0.12
O -0.39622 1.03090 4.70055 -0.19
H 1.94210 -1.31004 3.08009 0.06
C 4.86081 0.50442 8.96310 -0.09
H 5.35640 1.14297 9.69579 0.07
B 1.96989 -2.05756 0.33243 -0.76
H -2.58824 -3.25355 9.44457 0.08
C -0.41398 1.65775 7.03555 -0.18
H -4.56906 1.91032 -1.72716 0.07
H 2.65147 -3.82771 0.58731 0.11
C 2.08705 -2.45827 -10.47095 -0.09
H -3.48777 -0.00108 7.06010 0.07
H 0.09480 0.73870 7.34035 0.10
H 1.13679 -0.06686 0.02838 0.06
H 3.10195 -2.65787 -10.12617 0.08
H -2.08733 -0.39743 6.08040 0.06
H -2.04419 -0.58247 7.85300 0.06
C 0.03054 2.03294 5.63645 -0.25
H 1.12702 -3.59124 -8.90555 0.11
H 1.88198 2.93533 -7.40248 0.06
O 0.14625 3.80990 2.73755 -0.25
H 5.46632 -0.39608 8.83460 0.07
C -1.93451 1.48815 7.16049 -0.24
C -2.56518 -2.10333 -0.65291 -0.31
H 1.89638 7.18446 -8.88307 0.07
H -5.37489 -2.61890 8.64529 0.07
H -2.83054 1.56710 -4.22644 0.11
O 3.26952 4.83887 -8.57342 -0.09
H -1.90629 -3.97933 -0.06386 0.07
H 3.26440 -1.46894 8.33739 0.08
Cl -0.65143 -2.75002 2.54918 0.45
O -0.59889 0.27057 2.16419 -0.27
C 0.75434 -1.08941 0.08652 -0.11
H 0.44241 2.40630 0.58426 0.06
O 1.34045 2.48084 0.94001 -0.27
H -5.12035 2.16124 -3.38534 0.07
H 1.85163 -3.16177 -11.27387 0.07
H 3.61556 5.72980 -6.80268 0.11
O -4.08680 -1.50854 -6.14989 -0.09
C -5.06971 -3.66275 8.72337 -0.09
H 0.16449 4.43832 2.00163 0.07
H 3.33869 -0.89471 1.18499 0.09
C 1.81844 2.00765 -7.96813 -0.09
H -0.47578 -2.90595 -10.45405 0.08
H -1.84306 -0.75818 -7.47065 0.08
O 3.06795 -0.00021 -8.58762 -0.10



15
Properties=species:S:1:pos:R:3:lowdin_charge:R:1 method="wB97M-V/def2-TZVPD" smiles="C=C/C(=N/N)NN" homo_lumo_gap_ha=0.3173 homo_energy_ev=-7.64 energy_ha=-337.99089 e_above_lowest_kj_mol=427.7
H 2.63110 -0.48065 -0.93442 0.08
N 2.36363 -0.59135 0.00850 -0.03
H 2.94966 -1.35905 0.33875 0.09
N 1.10733 -0.99142 0.11491 -0.03
N -0.62413 1.89130 0.18969 -0.10
H -0.90862 2.80017 -0.33183 0.12
H -1.89193 0.38410 -0.87810 0.14
N 0.50981 1.23225 -0.22888 -0.08
C 0.19361 -0.14497 -0.11258 -0.41
C -1.81630 -1.64348 0.12277 0.02
H -1.20228 -2.51128 0.52153 0.07
H -2.85592 -1.74107 0.00847 0.01
H -0.61911 2.14893 1.26322 0.14
C -1.20098 -0.45317 -0.34912 -0.12
H 1.36412 1.45968 0.26709 0.11



10
Properties=species:S:1:pos:R:3:lowdin_charge:R:1 method="wB97M-V/def2-TZVPD" homo_lumo_gap_ha=0.3346 homo_energy_ev=-10.02 energy_ha=-446.80467 e_above_lowest_kj_mol=441.2
O 0.44654 -0.92923 -0.02455 0.08
C 1.54002 -0.13593 -0.01083 -0.50
N -0.18430 1.21331 0.00416 0.13
H -1.94345 -1.66078 0.09048 0.14
N 2.69824 -0.59357 0.00877 0.17
H 3.34561 0.20338 0.07188 0.07
C -1.95700 -0.58799 -0.01350 -0.23
O -2.90005 0.12915 0.00073 0.11
N 1.07853 1.21149 -0.01051 0.11
N -0.63135 -0.08815 0.02246 -0.08